Record 1
This record from the OMol25 dataset describes C5H7NO as an isolated structure in a non-equilibrium geometry. The level of theory is the ωB97M-V functional and the def2-TZVPD basis.

Cartesian coordinates (Å):
C 0.269 0.901 1.562
N 0.681 -0.499 1.765
C 0.298 -0.074 0.447
C -0.956 -0.293 -0.531
C -0.011 0.323 -1.540
C 1.080 0.033 -0.808
O -1.065 -1.612 -1.026
H -0.706 1.245 1.917
H 1.069 1.629 1.688
H -0.072 -1.055 2.152
H -1.937 0.134 -0.283
H -0.230 0.855 -2.447
H -0.541 -1.407 -1.890
H 2.121 -0.180 -1.006

Force components x, y, z for each atom (eV/Å):
0.044 0.166 -0.047
-0.359 -0.491 -0.198
-0.850 -0.206 -0.247
0.632 1.031 0.777
0.475 1.104 0.464
0.218 0.381 -0.293
0.650 0.306 -2.004
0.217 -0.226 -0.076
-0.093 -0.173 -0.049
0.006 -0.052 0.307
0.229 -0.124 0.073
0.111 -0.358 -0.530
-1.407 -1.972 1.904
0.128 0.613 -0.080

The lowest unoccupied orbital energy is 0.92 eV. For the energy relative to the best compared isomer or geometry (same formula, charge and spin), the calculation gives 416.6 kJ/mol.

Mulliken population analysis, charges in e, atoms 1 to 6:
1 C -0.533
2 N -0.664
3 C 0.818
4 C 0.125
5 C -0.875
6 C -0.747

=====

Record 2
This record from the OMol25 dataset describes a 4-piece molecular cluster, C43H90FNO5S overall in a non-equilibrium geometry. The level of theory is the ωB97M-V functional and the def2-TZVPD basis.

Cartesian coordinates (Å):
C -3.711 1.696 3.085
O -4.067 1.003 1.892
C -3.008 0.975 0.951
C -3.519 0.178 -0.264
C -4.183 1.178 -1.258
C -5.150 0.504 -2.257
C -6.416 1.377 -2.544
C -6.683 1.605 -4.053
C -5.437 2.002 -4.879
C -4.526 3.084 -4.218
C -5.309 4.254 -3.559
C -4.545 5.596 -3.761
C -3.498 5.910 -2.679
C -2.934 4.752 -1.810
O -3.483 4.341 -0.870
N -1.651 4.353 -2.302
C -0.962 5.633 -2.625
C -0.337 6.158 -1.312
C 0.934 5.394 -0.834
C 0.524 4.132 -0.014
C 1.082 2.776 -0.524
C 1.174 2.609 -2.064
C 0.655 1.226 -2.543
C 1.740 0.153 -2.330
C 1.477 -1.182 -3.084
C -0.018 -1.514 -3.296
O -0.571 -0.810 -4.414
C -1.956 -0.631 -4.167
C -2.146 6.457 -3.246
S -2.002 8.238 -3.428
O -3.259 8.726 -3.857
O -1.006 8.479 -4.409
F -1.571 8.902 -2.067
H -3.877 1.045 3.954
H -2.668 2.031 3.030
H -4.388 2.556 3.201
H -2.757 2.008 0.646
H -2.090 0.527 1.373
H -4.297 -0.519 0.063
H -2.671 -0.302 -0.770
H -3.355 1.718 -1.735
H -4.734 1.914 -0.659
H -4.657 0.183 -3.179
H -5.512 -0.411 -1.767
H -7.282 0.824 -2.155
H -6.411 2.317 -1.984
H -7.037 0.638 -4.446
H -7.513 2.299 -4.239
H -4.802 1.131 -5.079
H -5.756 2.386 -5.857
H -3.812 2.578 -3.556
H -3.925 3.528 -5.028
H -5.455 4.126 -2.482
H -6.290 4.337 -4.041
H -4.152 5.629 -4.784
H -5.293 6.397 -3.703
H -3.865 6.618 -1.922
H -1.647 3.872 -3.203
H -0.109 5.555 -3.307
H -0.072 7.222 -1.382
H -1.070 6.064 -0.496
H 1.431 6.080 -0.135
H 1.656 5.193 -1.633
H -0.557 4.054 0.127
H 0.930 4.264 1.002
H 0.375 2.004 -0.172
H 2.039 2.503 -0.062
H 0.735 3.425 -2.640
H 2.248 2.610 -2.314
H 0.389 1.304 -3.604
H -0.250 0.954 -1.979
H 2.693 0.549 -2.710
H 1.894 -0.063 -1.264
H 1.903 -1.984 -2.469
H 1.953 -1.215 -4.072
H -0.091 -2.589 -3.542
H -0.608 -1.369 -2.378
H -2.084 0.132 -3.378
H -2.484 -0.372 -5.089
H -2.431 -1.547 -3.770
H -2.174 6.096 -4.284
C 0.818 -3.477 -0.103
C 0.959 -4.724 0.762
C 1.330 -4.416 2.212
C 2.678 -3.719 2.404
C 3.882 -4.470 1.835
C 4.113 -5.828 2.489
H 1.757 -2.923 -0.170
H 0.519 -3.739 -1.120
H 0.056 -2.811 0.310
H 1.695 -5.399 0.315
H 0.007 -5.262 0.756
H 1.316 -5.348 2.785
H 0.551 -3.784 2.651
H 2.836 -3.559 3.475
H 2.642 -2.722 1.955
H 4.774 -3.855 1.986
H 3.778 -4.596 0.754
H 4.264 -5.721 3.566
H 5.003 -6.302 2.070
H 3.271 -6.503 2.324
C 0.171 3.633 4.156
C -0.243 4.620 5.243
C 0.539 4.451 6.544
C 0.365 3.097 7.235
C -1.076 2.729 7.585
C -1.725 3.693 8.573
H -0.018 2.600 4.455
H -0.395 3.821 3.241
H 1.233 3.735 3.921
H -1.317 4.531 5.429
H -0.080 5.635 4.872
H 0.255 5.252 7.233
H 1.605 4.599 6.340
H 0.963 3.097 8.152
H 0.786 2.309 6.605
H -1.079 1.727 8.023
H -1.685 2.667 6.678
H -1.155 3.737 9.504
H -2.737 3.364 8.815
H -1.796 4.702 8.165
C 9.204 -11.259 0.741
C 8.216 -10.854 -0.349
C 7.869 -9.366 -0.332
C 7.180 -8.875 0.943
C 5.877 -9.592 1.295
C 4.790 -9.418 0.240
H 8.797 -11.087 1.739
H 9.443 -12.321 0.662
H 10.136 -10.697 0.648
H 7.309 -11.459 -0.264
H 8.654 -11.095 -1.322
H 7.238 -9.141 -1.197
H 8.787 -8.786 -0.473
H 6.977 -7.804 0.836
H 7.870 -8.964 1.788
H 5.508 -9.192 2.244
H 6.060 -10.657 1.462
H 4.560 -8.361 0.089
H 3.873 -9.919 0.559
H 5.083 -9.847 -0.719

Force components x, y, z for each atom (eV/Å):
-0.539 0.049 -0.151
0.430 0.043 0.339
-0.093 -0.345 -0.444
-0.066 1.375 -0.351
0.268 -0.632 0.274
-0.450 0.400 0.735
-0.250 -0.476 -0.510
0.390 -0.628 -0.060
0.139 0.569 0.307
-0.491 -0.104 -0.379
0.981 0.283 -0.334
-1.234 -0.107 0.507
1.729 0.880 1.002
0.002 1.132 -3.603
-0.897 -1.407 2.448
1.648 0.001 -0.554
-0.146 0.780 1.607
0.318 0.303 0.014
-1.112 0.078 0.697
1.269 -0.286 0.299
-0.926 -0.180 -0.309
0.676 -0.755 0.295
0.468 0.627 0.171
-0.071 -0.307 -0.808
-0.799 0.168 0.419
0.914 -0.758 -0.331
-0.434 -0.085 0.726
-0.181 -0.103 0.278
0.016 -0.635 0.199
-0.363 -0.361 -2.894
-1.371 0.305 1.438
1.779 -0.082 0.708
-0.365 -0.574 -0.244
0.250 0.040 -0.195
-0.197 0.015 0.254
0.336 -0.031 -0.034
0.014 -0.222 0.013
-0.313 -0.017 0.102
0.480 -0.227 0.071
-0.310 -0.312 0.183
-0.298 0.036 -0.098
0.059 -0.134 -0.129
0.011 0.131 0.100
0.157 0.089 -0.218
0.119 0.231 -0.051
0.279 -0.121 -0.146
0.056 0.257 -0.055
0.234 0.027 0.276
-0.228 0.068 -0.024
-0.041 -0.142 0.172
-0.241 0.292 0.155
-0.042 -0.212 0.159
-0.149 -0.203 -0.242
0.161 0.001 0.134
0.236 0.047 0.301
0.266 -0.038 -0.114
-0.358 -0.119 -0.377
-0.779 -0.541 0.438
-0.536 -0.439 -0.315
-0.177 -0.253 -0.240
0.047 0.214 -0.200
0.039 -0.114 -0.250
-0.282 -0.060 0.004
0.111 0.129 -0.374
-0.186 -0.035 -0.188
0.217 0.158 0.036
-0.089 0.354 -0.086
-0.219 -0.097 0.310
-0.266 0.268 -0.161
0.087 -0.240 0.183
0.054 0.115 -0.210
-0.158 -0.011 0.205
-0.178 0.176 -0.133
-0.046 -0.016 -0.343
-0.015 0.129 0.205
-0.040 0.156 0.187
0.141 0.266 -0.173
-0.168 0.039 -0.361
0.283 0.202 0.115
0.206 0.077 -0.230
0.270 0.893 -0.105
0.001 -0.062 -0.046
-0.075 0.063 -0.011
0.021 -0.069 0.059
-0.001 0.076 -0.079
0.018 -0.001 0.146
0.071 0.000 -0.168
-0.022 0.025 0.019
-0.006 0.021 0.015
0.043 0.052 -0.016
0.005 -0.008 0.038
0.036 -0.037 -0.002
0.013 0.019 0.003
-0.007 -0.013 -0.026
0.012 -0.009 -0.010
-0.023 -0.008 0.013
-0.019 0.010 -0.053
-0.021 0.023 0.005
-0.039 -0.026 -0.002
-0.018 -0.054 0.060
0.012 -0.010 0.037
-0.167 0.062 -0.036
0.122 -0.013 -0.048
-0.031 0.057 0.083
0.006 -0.074 -0.079
0.063 0.025 0.131
-0.110 -0.072 -0.090
0.038 -0.004 -0.016
0.054 -0.052 -0.021
-0.001 -0.049 0.013
0.012 0.010 0.030
-0.047 0.006 0.027
0.007 -0.022 0.006
-0.019 0.007 -0.022
-0.019 -0.003 0.001
0.013 0.024 0.000
-0.010 -0.006 -0.057
0.030 -0.003 -0.013
0.009 0.042 -0.018
0.014 0.047 0.040
0.016 0.004 0.033
-0.080 -0.107 -0.051
0.124 0.046 0.024
-0.072 0.032 -0.072
0.054 -0.048 0.093
-0.037 0.150 -0.034
-0.035 -0.132 0.089
0.031 0.013 -0.001
0.038 0.024 0.042
-0.019 0.015 0.041
-0.013 0.032 -0.013
-0.054 -0.009 -0.008
0.000 0.012 0.021
0.001 -0.028 -0.005
-0.014 -0.011 0.001
0.011 0.008 -0.024
0.033 -0.041 0.011
0.034 0.014 0.003
0.016 -0.010 -0.037
-0.024 0.042 -0.063
-0.012 0.035 -0.008

As for the SMILES: COCCCCCCCCCC[C@H]1C(=O)N[C@H](CCCCCCCCCOC)[C@@H]1S(=O)(=O)F.CCCCCC.CCCCCC.CCCCCC. The lowest unoccupied orbital energy is 0.37 eV.

Mulliken population analysis, charges in e, atoms 1 to 6:
1 C -0.637
2 O -0.438
3 C -0.573
4 C -0.324
5 C 0.413
6 C -0.389

=====

Record 3
This record from the OMol25 dataset describes a single C5H2ClF molecule in a non-equilibrium geometry. The level of theory is the ωB97M-V functional and the def2-TZVPD basis.

Cartesian coordinates (Å):
C -0.370 1.515 1.139
C 0.147 0.590 0.106
C 0.424 -0.352 -0.531
C 0.337 -1.583 -1.261
C 0.348 -2.732 -1.818
H -1.200 1.205 1.949
H 0.188 -3.696 -2.236
F -0.829 2.841 0.537
Cl 0.956 2.212 2.115

Force components x, y, z for each atom (eV/Å):
-0.612 3.153 0.611
-1.991 3.573 3.457
-0.060 -4.967 -3.278
0.852 -4.215 -1.862
-0.272 6.281 3.108
1.778 0.273 -2.576
0.097 -0.091 -0.146
0.016 -3.209 0.480
0.192 -0.796 0.207

As for the SMILES: C#CC#C[C@H](F)Cl. The lowest unoccupied orbital energy is -0.06 eV. For the energy relative to the best compared isomer or geometry (same formula, charge and spin), the calculation gives 118.5 kJ/mol.

Mulliken population analysis, charges in e, atoms 1 to 6:
1 C 0.142
2 C -0.723
3 C 0.662
4 C -0.175
5 C -0.177
6 H 0.265

=====

Record 4
This record from the OMol25 dataset describes C21H24IrNO3S5Si as an isolated structure in a non-equilibrium geometry. The level of theory is the ωB97M-V functional and the def2-TZVPD basis.

Cartesian coordinates (Å):
Ir 0.826 1.866 0.589
S -2.749 4.247 6.927
C -1.968 3.728 5.534
S -0.535 4.525 4.881
C -0.371 3.454 3.541
C -1.259 2.469 3.411
S -1.052 1.437 2.068
S -2.507 2.337 4.590
S 0.844 3.541 2.347
C 4.487 4.674 -0.589
Si 3.922 3.183 0.407
C 4.428 3.437 2.199
C 4.806 1.659 -0.250
O 2.280 2.996 0.289
H 5.571 4.800 -0.513
H 4.008 5.586 -0.220
H 4.228 4.552 -1.645
H 5.512 3.561 2.280
H 4.134 2.577 2.808
H 3.949 4.330 2.611
H 5.891 1.780 -0.174
H 4.552 1.490 -1.301
H 4.518 0.771 0.320
C -3.733 -1.997 -5.218
C -3.597 -2.246 -3.740
C -4.701 -2.739 -3.030
C -4.617 -2.965 -1.660
C -3.423 -2.714 -0.988
C -2.287 -2.253 -1.670
N -1.086 -1.966 -0.976
C -0.602 -2.520 0.241
C -0.760 -3.895 0.497
C -0.254 -4.483 1.657
C 0.440 -3.705 2.575
C 0.632 -2.346 2.325
C 0.128 -1.730 1.159
C 0.377 -0.246 0.945
O 1.072 0.366 1.817
O -0.135 0.288 -0.095
C -2.379 -1.996 -3.058
C -1.195 -1.446 -3.818
H -4.752 -2.197 -5.567
H -3.060 -2.653 -5.778
H -3.508 -0.952 -5.452
H -5.641 -2.935 -3.539
H -5.481 -3.322 -1.109
H -3.384 -2.858 0.089
H -0.912 -0.938 -0.950
H -1.272 -4.519 -0.231
H -0.393 -5.544 1.832
H 0.844 -4.148 3.480
H 1.188 -1.741 3.042
H -0.278 -1.414 -3.224
H -1.409 -0.426 -4.152
H -0.978 -2.075 -4.687
H 1.640 1.320 -0.829

Force components x, y, z for each atom (eV/Å):
-0.137 7.622 -3.979
0.493 -0.339 -0.872
-0.293 0.211 0.540
-1.032 -0.511 0.504
-0.094 -0.194 0.029
-0.021 0.165 0.010
-3.098 0.625 -0.421
0.221 0.957 0.723
1.451 1.026 -0.461
-0.257 -0.064 -0.014
-0.846 -0.356 0.319
0.023 0.018 -0.123
-0.082 0.061 -0.013
3.101 2.442 -0.425
-0.039 -0.032 0.019
0.032 -0.057 -0.050
0.019 0.050 0.054
0.025 -0.013 0.002
-0.028 0.099 -0.022
0.009 -0.124 -0.007
-0.017 -0.019 -0.014
0.019 -0.041 0.052
0.006 0.044 -0.055
-0.009 0.035 0.016
-0.114 -0.158 0.801
0.356 0.106 0.099
0.474 0.110 -0.040
-0.146 -0.126 -0.105
-0.772 -0.478 0.076
0.685 1.353 0.743
-0.625 -0.244 -0.877
0.100 -0.148 0.331
-0.170 0.491 -0.556
0.161 0.525 0.084
-0.118 -0.107 -0.343
0.097 0.068 0.243
0.398 -6.475 2.248
1.248 -5.499 -0.098
-0.032 -0.447 1.009
-0.105 -0.187 0.153
0.056 -0.112 0.042
0.158 -0.006 0.170
0.030 0.214 -0.075
0.127 -0.149 -0.123
0.151 0.061 -0.066
0.084 0.047 -0.048
0.126 0.010 -0.149
-0.095 -1.224 -0.400
-0.009 0.189 0.048
-0.010 0.074 -0.055
-0.054 0.065 -0.085
-0.180 -0.045 -0.268
-0.295 -0.033 0.074
0.089 -0.106 -0.129
-0.102 0.198 -0.064
-0.959 0.425 1.549

Its charge is -1. The lowest unoccupied orbital energy (spin up / spin down) is 2.43 / 2.43 eV. The spin multiplicity is 2.

Mulliken population analysis, charges in e, atoms 1 to 6:
1 Ir 0.878
2 S -0.300
3 C 0.083
4 S -0.125
5 C 0.101
6 C 0.282

=====

Q: Which total energy values were calculated for the entries above? A: -324.5658; -2621.3100; -751.5976; -3479.8706, in hartree.